No. 1
Computed, not measured: 10 unconnected molecules or ions with the total composition C58H64I2N11 at a distorted geometry, with ωB97M-V with the def2-TZVPD basis set.

* orbital gap: 7.11 eV
* charge: +1
* lowest unoccupied orbital energy: -0.142 hartree

```
135
Properties=species:S:1:pos:R:3:forces:R:3:mulliken_charge:R:1
C -1.383 0.028 3.816 0.7 0.5 0.4 -1.1514
C -0.277 -0.454 4.802 -0.5 0.4 -0.1 -0.5251
C 1.111 -0.773 4.148 -0.7 0.3 -0.3 -0.5083
C 1.138 -0.589 2.602 0.9 0.0 1.0 -0.3432
C 2.549 -0.945 2.061 -0.7 -0.3 -0.4 -0.4576
C 2.740 -0.583 0.532 -0.3 -0.3 0.1 -1.2771
C 1.439 -0.140 -0.102 1.1 1.8 0.0 0.6479
C 1.204 1.241 -0.331 -0.7 0.1 -0.2 -0.7246
C 0.007 1.609 -0.897 0.5 -1.3 0.4 -0.0016
C -0.920 0.546 -1.213 -0.8 2.2 -0.3 1.3448
C -2.244 0.963 -1.801 0.6 -0.6 0.2 -0.8102
I -3.154 2.602 -0.770 0.2 -0.6 -0.3 0.0997
C -2.821 0.407 -2.870 -0.6 0.7 0.3 0.2773
C -4.181 0.895 -3.368 0.2 -1.4 -0.1 -1.4309
I -1.900 -1.172 -3.941 -0.4 0.5 0.1 0.1882
N -0.684 -0.711 -0.989 -0.2 0.0 0.0 -0.8151
N 0.493 -0.975 -0.463 1.0 -1.0 0.4 0.4485
H -1.005 0.938 3.318 -0.3 -0.4 -0.1 0.2641
H -1.628 -0.736 3.068 -0.2 0.3 0.2 0.2641
H -2.270 0.366 4.370 0.1 -0.5 -0.2 0.4142
H -0.678 -1.299 5.383 0.3 0.1 -0.3 0.3212
H -0.151 0.368 5.525 0.1 -0.4 -0.1 0.3167
H 1.411 -1.793 4.424 0.2 0.3 -0.1 0.3770
H 1.829 -0.034 4.535 0.1 -0.6 0.1 0.2082
H 0.972 0.490 2.445 -0.3 -0.4 -0.3 0.2804
H 0.350 -1.196 2.136 0.2 0.3 0.0 0.3811
H 3.299 -0.440 2.686 -0.1 -0.2 -0.3 0.0651
H 2.695 -2.033 2.132 0.1 0.4 0.3 0.4176
H 3.131 -1.437 -0.046 -0.1 0.2 0.3 0.4057
H 3.475 0.225 0.425 -0.4 -0.2 -0.1 0.3331
H 1.931 2.000 -0.047 0.0 -0.3 -0.1 0.5306
H -0.240 2.651 -1.076 0.1 -0.3 -0.1 -0.0638
H -4.113 1.843 -3.916 0.0 -0.3 0.2 0.3108
H -4.875 0.969 -2.517 0.3 0.2 -0.2 0.4230
H -4.593 0.096 -4.001 0.0 0.6 -0.1 0.4283
H 0.694 -1.963 -0.306 -0.4 0.1 -0.1 0.3723
N -6.860 -0.365 0.867 0.1 -0.2 -0.1 -0.5267
C -5.595 -0.530 0.483 0.0 0.1 0.1 -0.4070
C -5.131 -1.651 -0.190 0.0 0.0 0.0 -0.1877
C -6.034 -2.663 -0.476 0.0 -0.1 -0.1 -0.5177
C -7.353 -2.514 -0.084 0.0 0.0 0.0 -0.1072
C -7.713 -1.350 0.580 0.0 0.2 0.1 -0.4208
H -4.924 0.287 0.732 0.1 0.0 0.0 0.4684
H -4.090 -1.728 -0.480 0.0 0.0 0.0 0.4363
H -5.713 -3.556 -0.999 0.0 0.0 0.0 0.4234
H -8.088 -3.282 -0.289 0.0 0.0 0.0 0.4304
H -8.735 -1.187 0.903 0.0 -0.1 0.0 0.3847
N -9.913 -5.623 -1.278 0.2 -0.1 -0.2 -0.5604
C -9.502 -6.837 -0.908 -0.1 0.1 0.1 -0.1723
C -8.782 -7.693 -1.728 0.0 0.0 0.0 -0.3695
C -8.473 -7.269 -3.009 0.1 -0.1 -0.1 -0.2136
C -8.891 -6.013 -3.417 0.0 0.0 0.0 -0.4019
C -9.602 -5.233 -2.517 -0.1 0.1 0.2 -0.1627
H -9.769 -7.129 0.101 0.0 -0.1 0.0 0.3730
H -8.473 -8.666 -1.371 0.0 0.0 0.0 0.3633
H -7.914 -7.908 -3.681 0.0 0.0 0.0 0.3856
H -8.671 -5.645 -4.410 0.0 0.0 0.0 0.3742
H -9.948 -4.242 -2.791 0.0 0.0 -0.1 0.3961
N 1.149 5.009 -1.598 -0.1 0.1 -0.1 -0.3162
C 2.042 5.978 -1.807 0.1 -0.2 0.1 -0.1949
C 1.761 7.147 -2.499 -0.1 0.0 0.0 -0.5183
C 0.483 7.319 -3.006 0.0 0.1 0.0 -0.1925
C -0.458 6.324 -2.801 -0.1 0.1 0.1 -0.6774
C -0.076 5.199 -2.093 0.2 -0.1 0.2 0.4480
H 3.029 5.799 -1.396 0.0 0.1 0.0 0.3667
H 2.524 7.900 -2.637 0.0 0.0 0.0 0.4108
H 0.224 8.215 -3.555 0.0 0.0 0.0 0.4168
H -1.466 6.418 -3.182 0.0 0.0 0.0 0.3765
H -0.773 4.395 -1.906 -0.3 0.1 -0.1 -0.0875
N 5.167 0.971 4.372 -0.1 0.3 -0.1 -0.3718
C 5.171 1.969 3.486 0.0 -0.2 0.1 0.0433
C 5.575 3.261 3.778 0.0 0.0 0.0 -0.5775
C 5.995 3.539 5.069 0.0 0.1 0.1 -0.2516
C 5.997 2.521 6.006 0.0 0.0 -0.1 -0.4737
C 5.577 1.259 5.609 -0.1 -0.3 0.1 -0.1537
H 4.831 1.706 2.488 0.0 0.1 0.0 0.2347
H 5.559 4.029 3.016 0.0 0.0 0.0 0.3668
H 6.318 4.537 5.339 0.0 0.0 0.0 0.3868
H 6.318 2.697 7.024 0.0 0.0 0.0 0.3886
H 5.565 0.429 6.307 0.0 0.0 0.0 0.4195
N 5.248 -1.630 7.518 -0.1 0.0 0.3 -0.4999
C 3.958 -1.449 7.812 0.1 0.0 -0.1 0.0821
C 3.413 -1.675 9.066 0.0 0.0 -0.1 -0.6063
C 4.251 -2.119 10.074 0.0 0.0 0.2 -0.2229
C 5.593 -2.316 9.793 -0.1 0.0 -0.1 -0.4924
C 6.038 -2.056 8.505 0.1 0.0 -0.2 -0.2503
H 3.339 -1.103 6.990 0.0 0.0 0.0 0.4027
H 2.359 -1.509 9.247 0.0 0.0 0.0 0.3893
H 3.863 -2.309 11.067 0.0 0.0 0.0 0.4213
H 6.280 -2.662 10.553 0.0 0.0 0.0 0.3794
H 7.081 -2.193 8.239 0.0 0.0 0.1 0.3787
N -0.013 3.950 -5.792 0.1 0.1 -0.1 -0.3625
C -0.209 3.774 -7.101 -0.1 -0.1 0.1 -0.3208
C 0.455 4.491 -8.083 0.0 0.0 0.1 -0.4156
C 1.374 5.452 -7.690 0.1 0.2 -0.1 0.0369
C 1.591 5.653 -6.335 -0.1 -0.1 0.0 -0.7410
C 0.876 4.879 -5.434 0.0 -0.2 0.0 -0.1368
H -0.938 3.014 -7.363 0.0 0.0 -0.1 0.3575
H 0.258 4.303 -9.130 0.0 0.0 0.0 0.3834
H 1.913 6.036 -8.429 0.0 -0.1 0.0 0.4877
H 2.298 6.393 -5.986 0.0 0.0 0.0 0.4103
H 1.016 4.996 -4.369 0.1 0.0 0.0 0.4550
N 1.136 -6.070 -4.893 -0.1 0.0 0.2 -0.5278
C 0.875 -7.158 -4.168 0.1 0.0 -0.1 -0.2600
C -0.101 -7.213 -3.184 0.0 0.0 0.0 -0.2629
C -0.846 -6.073 -2.936 -0.1 0.0 0.1 -0.4549
C -0.589 -4.931 -3.678 0.0 0.0 0.0 -0.0593
C 0.407 -4.984 -4.640 0.1 0.0 -0.1 -0.0637
H 1.485 -8.025 -4.395 0.0 0.0 0.0 0.3515
H -0.272 -8.126 -2.628 0.0 0.0 0.0 0.3671
H -1.618 -6.074 -2.175 0.0 0.0 0.0 0.3968
H -1.148 -4.019 -3.515 0.0 -0.1 0.0 0.0917
H 0.642 -4.116 -5.248 0.0 0.0 0.0 0.3508
N 1.552 -4.110 11.194 -0.2 -0.1 -0.2 -0.4271
C 0.271 -3.771 11.348 0.2 0.1 0.1 -0.1933
C -0.772 -4.360 10.649 0.0 0.0 0.0 -0.4142
C -0.468 -5.354 9.734 -0.1 0.0 -0.1 -0.1810
C 0.856 -5.720 9.557 0.0 0.0 0.0 -0.4481
C 1.822 -5.071 10.310 0.1 0.1 0.1 -0.1650
H 0.082 -2.986 12.072 -0.1 0.0 0.0 0.3685
H -1.793 -4.046 10.817 0.0 0.0 0.0 0.3659
H -1.254 -5.839 9.167 0.0 0.0 0.0 0.3801
H 1.134 -6.492 8.853 0.0 0.0 0.0 0.3668
H 2.871 -5.327 10.207 0.0 0.0 -0.1 0.3609
N 3.119 6.900 -10.223 0.1 0.1 -0.3 -0.3679
C 4.414 7.218 -10.267 -0.1 -0.1 0.2 -0.1303
C 5.066 7.639 -11.415 0.0 0.0 0.0 -0.6239
C 4.334 7.732 -12.588 0.0 0.0 -0.1 -0.1175
C 2.989 7.405 -12.565 0.0 0.0 0.0 -0.6483
C 2.433 6.998 -11.363 -0.1 -0.1 0.2 -0.0651
H 4.947 7.127 -9.327 0.1 0.0 0.0 0.3789
H 6.118 7.886 -11.391 0.0 0.0 0.0 0.3565
H 4.807 8.056 -13.506 0.0 0.0 0.0 0.3747
H 2.384 7.464 -13.460 0.0 0.0 0.0 0.3556
H 1.382 6.735 -11.298 0.0 0.0 -0.1 0.3666
```
Positions in Å, forces in eV/Å.

=====

No. 2
Computed, not measured: a molecular structure, C58H65AsF15GeMnN2P2SSi5 at a distorted geometry, with ωB97M-V with the def2-TZVPD basis set.

* orbital gap (alpha / beta): 6.47 / 7.72 eV
* 2S+1: 4
* charge: +1
* lowest unoccupied orbital energy (alpha / beta): -0.162 / -0.114 hartree

```
151
Properties=species:S:1:pos:R:3:forces:R:3:mulliken_charge:R:1
Mn -0.214 -0.868 0.431 0.3 1.2 3.1 -2.9982
C 4.054 -2.208 1.564 -0.1 0.4 0.2 -0.3900
Si 2.980 -0.804 2.251 0.0 -0.8 0.3 0.3207
C 4.242 0.456 2.877 -0.3 0.1 -0.3 -1.3127
C 1.979 -1.462 3.711 0.3 0.2 -0.2 -0.9872
N 1.773 -0.305 1.062 -0.5 0.5 -0.2 -0.9742
P 1.634 1.096 0.247 1.6 -0.7 -0.4 2.2458
C 0.203 0.634 -0.736 -0.3 1.1 0.9 -0.5427
P -1.127 1.349 0.212 -1.2 3.1 -1.0 0.2049
N -1.073 0.596 1.623 0.0 0.6 -0.7 0.4144
Si -1.847 0.835 3.165 -0.4 -0.6 0.9 0.3469
C -1.252 2.322 4.166 0.1 -0.2 -0.2 -1.2485
C -1.542 -0.723 4.191 0.0 0.3 -0.2 -0.6705
C -3.720 1.062 3.105 0.2 0.1 -0.3 -0.1309
C -2.591 1.541 -0.873 0.0 -0.4 0.0 1.6948
C -2.283 1.906 -2.183 0.0 -0.2 0.0 -1.1074
C -3.273 2.371 -3.032 0.0 0.0 0.0 -0.9078
C -4.579 2.486 -2.577 -0.1 -0.1 0.0 -1.0066
C -4.893 2.114 -1.278 0.0 0.0 0.0 -0.6598
C -3.902 1.644 -0.429 0.0 -0.1 0.1 0.4067
C -0.939 3.167 0.265 0.2 0.0 0.3 2.3362
C -1.800 3.904 1.073 0.2 0.0 0.1 -1.0371
C -1.774 5.289 1.038 0.0 0.0 0.0 -0.9580
C -0.888 5.942 0.193 0.0 0.1 0.0 -0.9227
C -0.049 5.211 -0.633 0.0 0.0 -0.1 -0.7415
C -0.089 3.826 -0.612 -0.1 0.0 0.0 -0.0701
C 2.967 1.417 -0.945 -0.3 0.2 0.0 0.1513
C 4.243 1.753 -0.490 -0.1 0.0 0.0 -0.1892
C 5.243 2.069 -1.392 0.0 0.0 0.1 -0.8578
C 4.974 2.063 -2.755 0.0 0.0 0.0 -0.9430
C 3.710 1.726 -3.214 0.0 0.0 -0.1 -1.0088
C 2.707 1.401 -2.311 -0.1 0.0 0.0 -0.2752
C 1.876 2.469 1.423 -0.3 -0.1 -0.2 1.4254
C 2.452 3.679 1.030 0.0 0.0 0.1 -0.3573
C 2.736 4.651 1.971 0.0 0.1 0.0 -0.9852
C 2.478 4.417 3.316 0.0 0.0 0.0 -1.1092
C 1.915 3.216 3.712 0.0 0.0 0.0 -0.4137
C 1.597 2.253 2.765 -0.1 0.0 0.0 -1.3086
H 4.431 -2.814 2.389 0.0 0.0 0.0 0.6233
H 4.931 -1.816 1.050 0.0 0.1 -0.1 0.4257
H 3.506 -2.851 0.881 0.1 -0.1 0.0 -0.6469
H 4.589 0.096 3.849 0.0 -0.1 0.0 0.5501
H 3.863 1.464 3.024 0.1 0.0 0.0 0.2583
H 5.113 0.508 2.223 0.0 -0.1 0.0 0.4144
H 1.077 -1.969 3.363 0.0 0.0 0.1 0.0558
H 1.682 -0.653 4.382 -0.1 0.0 0.0 0.4092
H 2.560 -2.164 4.311 0.0 0.0 0.0 0.5903
H -0.845 3.135 3.566 0.0 0.0 0.0 0.2859
H -0.496 2.036 4.899 0.0 0.0 0.0 0.3137
H -2.109 2.711 4.719 0.0 0.0 0.0 0.6027
H -2.251 -0.716 5.023 0.0 0.0 0.0 0.3845
H -1.692 -1.657 3.646 0.0 0.1 0.0 -0.1536
H -0.545 -0.748 4.628 0.0 0.0 0.0 0.4210
H -3.997 2.119 3.078 0.0 0.0 0.0 0.5737
H -4.140 0.639 4.019 0.0 0.1 0.1 0.4867
H -4.199 0.565 2.267 -0.1 -0.2 0.0 -0.7241
H -1.260 1.834 -2.532 0.0 0.0 0.0 0.2140
H -3.027 2.645 -4.049 0.0 0.0 0.0 0.5051
H -5.354 2.858 -3.234 0.0 0.0 0.0 0.4163
H -5.911 2.195 -0.916 0.0 0.0 0.0 0.5038
H -4.161 1.377 0.587 0.0 0.0 -0.1 -0.1141
H -2.498 3.394 1.728 0.0 0.0 0.0 0.4774
H -2.455 5.856 1.659 0.0 0.0 0.0 0.5057
H -0.859 7.023 0.168 0.0 0.0 0.0 0.4225
H 0.640 5.719 -1.296 0.0 0.0 0.0 0.5061
H 0.545 3.256 -1.284 0.1 0.0 0.0 0.4060
H 4.435 1.778 0.575 0.1 0.1 0.0 0.5053
H 6.228 2.333 -1.029 0.0 0.0 0.0 0.5032
H 5.752 2.333 -3.457 0.0 0.0 0.0 0.3995
H 3.500 1.731 -4.276 0.0 0.0 0.0 0.4702
H 1.713 1.144 -2.659 0.0 0.0 0.0 0.6897
H 2.698 3.858 -0.006 0.0 0.0 0.0 0.6450
H 3.164 5.593 1.655 0.0 0.0 0.0 0.4897
H 2.728 5.166 4.055 0.0 0.0 0.0 0.4724
H 1.725 3.027 4.760 0.0 0.0 0.0 0.4374
H 1.151 1.317 3.074 0.0 0.0 0.0 -0.3549
C 2.317 -2.090 -3.684 -0.2 -0.1 0.6 -1.0577
Si 2.889 -2.566 -1.936 0.5 0.0 -0.3 0.7291
C 3.352 -4.405 -1.737 -0.4 0.6 0.2 -0.7821
C 4.441 -1.522 -1.609 -0.5 -0.1 0.1 -0.4278
As 0.898 -2.512 -0.435 3.1 -5.5 -2.6 0.8863
Si 1.120 -4.563 1.145 -0.5 0.0 0.5 1.0492
C 2.504 -4.826 2.412 -0.1 0.5 -0.4 -1.2414
C -0.478 -4.122 2.082 0.3 -0.3 -0.1 -0.7640
C 1.098 -6.240 0.235 0.0 0.5 0.0 -1.3196
Si -0.361 -3.879 -2.106 -0.6 0.1 -0.3 -0.1788
C -1.078 -2.479 -3.163 0.0 -0.2 0.3 0.6436
C 0.524 -5.118 -3.266 0.2 0.3 0.5 -1.4327
C -1.663 -4.901 -1.185 0.9 0.1 0.0 1.1868
H 3.143 -2.200 -4.389 0.1 -0.1 0.1 0.5622
H 2.018 -1.040 -3.694 0.0 0.0 0.0 0.1838
H 1.476 -2.681 -4.040 0.0 0.1 -0.1 0.2855
H 3.748 -4.851 -2.649 -0.1 0.1 -0.1 0.5057
H 2.451 -4.935 -1.434 0.2 -0.3 -0.1 -0.2450
H 4.105 -4.530 -0.957 0.0 0.1 0.1 0.3791
H 4.734 -1.000 -2.520 -0.1 0.0 -0.1 0.4566
H 4.268 -0.771 -0.845 0.1 0.0 0.0 -0.4722
H 5.276 -2.147 -1.294 -0.1 -0.1 0.0 0.6280
H 2.645 -3.979 3.078 0.0 0.0 0.0 0.2524
H 3.461 -5.066 1.950 0.0 0.0 0.0 0.3443
H 2.208 -5.685 3.022 -0.2 0.0 -0.1 0.5074
H -0.360 -4.223 3.163 0.1 -0.1 0.0 0.7904
H -1.329 -4.736 1.787 0.0 0.0 -0.1 0.5250
H -0.744 -3.088 1.871 -0.2 0.0 0.1 -0.7463
H 2.074 -6.715 0.336 0.1 0.1 0.0 0.3815
H 0.862 -6.173 -0.824 0.0 -0.1 0.1 0.1665
H 0.368 -6.902 0.706 -0.1 0.1 0.1 0.5411
H -0.471 -1.580 -3.040 0.0 0.0 -0.1 -0.1175
H -1.150 -2.720 -4.224 0.1 -0.1 0.0 0.7824
H -2.080 -2.232 -2.819 0.3 -0.1 0.0 -1.1791
H 1.479 -4.760 -3.647 -0.1 -0.1 -0.1 0.3553
H -0.139 -5.291 -4.116 -0.1 0.1 0.0 0.5377
H 0.699 -6.086 -2.798 0.0 0.0 0.0 0.4630
H -2.151 -4.287 -0.428 0.2 -0.2 -0.1 -1.4837
H -1.255 -5.780 -0.689 0.1 0.1 0.0 0.3860
H -2.419 -5.243 -1.891 1.2 -0.2 0.2 0.2311
F -3.776 -1.248 -2.981 -0.2 0.4 -0.2 -0.1779
C -5.062 -1.556 -2.800 -0.1 -0.1 0.2 -0.2244
C -5.448 -2.088 -1.588 0.3 0.1 0.3 -0.1393
C -6.761 -2.512 -1.472 0.1 0.1 0.0 0.3092
F -7.156 -3.122 -0.345 -0.1 0.0 -0.1 -0.4046
C -7.684 -2.334 -2.486 0.0 0.0 0.0 0.3612
F -8.944 -2.729 -2.337 0.0 0.0 0.0 -0.2996
C -7.277 -1.739 -3.671 0.1 0.0 0.1 0.5290
F -8.151 -1.538 -4.645 0.0 0.0 -0.1 -0.3072
C -5.952 -1.375 -3.843 0.1 0.1 0.0 0.0165
F -5.544 -0.861 -5.003 0.0 0.0 0.0 -0.3277
Ge -4.204 -2.479 -0.086 -1.4 -0.7 0.4 2.9244
S -2.300 -1.478 0.023 -0.7 -0.5 -0.6 -0.7360
C -4.488 -4.469 -0.200 0.0 0.3 0.0 0.4763
C -4.381 -5.005 -1.473 -0.7 0.1 0.3 -0.2828
F -3.821 -4.248 -2.436 -0.9 0.3 -0.5 -0.5592
C -4.816 -6.272 -1.802 0.0 0.2 -0.1 0.3234
F -4.669 -6.745 -3.037 0.0 0.0 0.0 -0.3291
C -5.407 -7.052 -0.820 0.0 0.1 0.1 0.5536
F -5.854 -8.262 -1.111 0.0 -0.1 0.0 -0.3009
C -5.525 -6.556 0.467 0.0 0.0 0.0 0.2256
F -6.085 -7.298 1.416 0.0 0.0 0.0 -0.3099
C -5.069 -5.280 0.760 0.1 0.1 -0.2 -0.2895
F -5.233 -4.854 2.014 -0.1 -0.1 0.1 -0.2531
C -5.068 -1.939 1.621 0.2 0.0 -0.3 0.0523
C -4.445 -2.343 2.790 -0.1 0.1 -0.2 0.4494
F -3.298 -3.035 2.688 -0.1 -0.1 0.2 -0.1473
C -4.959 -2.074 4.041 0.0 0.0 -0.1 -0.1188
F -4.323 -2.465 5.142 0.0 0.0 0.1 -0.3924
C -6.151 -1.371 4.134 0.0 0.0 -0.1 0.5247
F -6.664 -1.096 5.323 0.0 0.0 0.1 -0.3502
C -6.787 -0.925 2.988 0.0 0.0 -0.1 0.3795
F -7.907 -0.214 3.081 0.0 0.0 0.0 -0.3219
C -6.228 -1.196 1.751 0.3 -0.1 -0.1 -0.1501
F -6.813 -0.677 0.664 -0.1 0.1 0.1 -0.4193
```
Positions in Å, forces in eV/Å.